1.
C29H30CrF3N9O2S2 | ωB97M-V with the def2-TZVPD basis set

HOMO-LUMO gap (alpha / beta): 7.7 / 7.5 eV
2S+1: 4
ΔE to the lowest compared entry with this formula, charge and spin: 0.296 eV
DFT total energy: -106309.5530 eV
⟨S²⟩: 3.783
Net charge: +1
LUMO energy (alpha / beta): -0.0916 / -0.0981 Ha

Last column: Löwdin spin population.
CARTESIAN COORDINATES (ANGSTROEM)
Cr: -0.439 0.371 1.242  2.92
S: 0.688 2.536 1.999  -0.02
S: 1.187 -3.913 0.971  0.00
F: 0.804 4.040 6.344  0.00
F: 2.143 3.760 4.667  0.00
F: 0.197 4.668 4.365  0.00
O: -0.761 -0.080 -0.668  0.00
O: 0.945 1.288 -0.667  0.04
N: -1.916 -1.092 1.516  0.00
N: -4.370 1.583 1.015  0.00
N: 1.300 -0.633 1.486  0.00
N: 1.525 -3.053 -1.490  0.00
N: -0.685 -3.519 -0.908  0.00
N: -4.022 -1.650 1.314  0.00
N: -2.184 1.512 1.117  -0.01
N: -0.404 0.646 3.295  -0.02
N: 3.699 -0.384 1.943  0.01
C: -0.173 1.573 5.846  0.01
C: -0.714 0.304 5.615  0.00
C: 2.707 0.509 -2.744  0.00
C: -0.993 0.300 -4.890  0.00
C: -1.048 0.436 -3.511  0.00
C: 1.380 0.424 -3.453  0.00
C: 0.852 3.713 5.041  0.00
C: -2.562 2.829 1.016  0.00
C: 0.628 -3.479 -0.534  0.00
C: -3.134 -0.642 1.294  0.01
C: -2.010 -2.456 1.670  0.00
C: 0.217 0.192 -5.573  0.00
C: -2.404 0.573 -2.865  0.00
C: 2.432 -0.502 1.693  0.02
C: -0.818 -0.120 4.313  0.00
C: 0.142 0.605 -1.303  0.01
C: 0.157 1.852 3.480  0.01
C: 4.133 -0.208 3.332  0.00
C: 1.204 -2.759 -2.766  0.00
C: -3.288 0.793 1.113  0.01
C: 0.239 0.013 -7.065  0.00
C: 0.156 0.493 -2.791  0.00
C: -1.002 -3.216 -2.139  0.00
C: -3.919 2.887 0.947  0.00
C: 1.388 0.258 -4.837  0.00
C: 0.259 2.349 4.798  0.00
C: -0.093 -2.842 -3.150  0.00
C: 4.616 -0.022 0.861  0.00
C: -3.317 -2.815 1.556  0.00
H: -4.597 3.716 0.863  0.00
H: 4.301 -0.508 -0.058  0.00
H: 2.489 -3.021 -1.187  0.00
H: -2.613 -0.262 -2.197  0.00
H: 5.608 -0.381 1.129  0.00
H: 1.249 0.101 -7.460  0.00
H: -2.468 1.484 -2.266  0.00
H: 2.341 0.194 -5.350  0.00
H: -1.227 -1.086 4.053  0.00
H: -0.386 0.758 -7.558  0.00
H: 3.479 0.027 -3.344  0.00
H: -1.042 -0.329 6.425  0.00
H: 4.987 -0.857 3.519  0.00
H: 2.674 0.055 -1.753  0.00
H: 3.318 -0.486 3.996  0.00
H: -0.148 -0.969 -7.346  0.00
H: -3.799 -3.773 1.599  0.00
H: 2.015 -2.459 -3.413  0.00
H: -1.919 0.284 -5.452  0.00
H: -0.089 1.952 6.855  0.00
H: -5.333 1.295 0.992  0.00
H: -1.834 3.619 1.005  0.00
H: -5.013 -1.586 1.158  0.00
H: 4.405 0.833 3.510  0.00
H: -1.138 -3.074 1.819  0.00
H: 2.998 1.548 -2.589  0.00
H: -2.061 -3.269 -2.373  0.00
H: 4.639 1.059 0.716  0.00
H: -3.174 0.618 -3.634  0.00
H: -0.402 -2.606 -4.155  0.00


2.
C17H43NO5 | ωB97M-V with the def2-TZVPD basis set

HOMO-LUMO gap: 6.8 eV
Structure (SMILES): CC1(C)CCCC(C)(C)N1O.CCO.CCO.CCO.CCO
ΔE to the lowest compared entry with this formula, charge and spin: 2.566 eV
DFT total energy: -30049.1419 eV
LUMO energy: 0.0070 Ha

Last column: natural (NBO) charge in e.
CARTESIAN COORDINATES (ANGSTROEM)
O: 0.473 5.003 -1.656  -0.74
O: -0.170 -2.587 0.758  -0.58
O: -4.129 2.360 -1.557  -0.72
O: 1.290 -1.966 -1.762  -0.76
O: 2.653 0.354 -1.788  -0.74
N: -0.123 -2.113 1.959  -0.22
C: -0.750 -0.879 -2.071  -0.64
C: 0.019 -1.154 4.697  -0.41
C: -0.784 -2.904 3.005  0.10
C: -2.376 3.069 -0.098  -0.63
C: 0.320 3.229 -3.252  -0.62
C: 3.150 0.860 -2.969  -0.05
C: -0.890 0.165 1.881  -0.63
C: 0.873 -0.509 3.561  -0.40
C: 1.069 4.421 -2.816  -0.06
C: -0.618 -4.360 2.700  -0.60
C: 0.209 -1.932 -2.627  -0.06
C: -2.775 2.129 -1.286  -0.06
C: -2.219 -2.603 2.952  -0.62
C: -0.144 -2.654 4.348  -0.39
C: 0.286 -0.739 2.154  0.12
C: 2.641 0.292 -4.306  -0.63
C: 1.359 -0.426 1.114  -0.64
H: -2.441 -1.601 3.237  0.20
H: -2.124 2.352 -2.156  0.18
H: 0.549 -1.629 -3.609  0.14
H: -2.779 1.069 -0.968  0.16
H: 4.215 0.739 -2.883  0.16
H: -2.552 -2.743 1.885  0.22
H: -1.754 0.179 2.478  0.21
H: -0.577 3.515 -3.696  0.22
H: 0.883 -0.314 0.109  0.22
H: 1.026 2.733 -3.957  0.20
H: 2.099 4.131 -2.609  0.15
H: -1.075 -4.543 1.781  0.22
H: -1.493 2.761 0.457  0.21
H: 0.847 -3.102 4.283  0.20
H: 3.105 0.911 -5.018  0.22
H: 0.585 -1.223 5.620  0.21
H: -0.908 -0.599 4.951  0.21
H: -0.977 -4.950 3.529  0.20
H: 1.656 -1.094 -1.743  0.49
H: 0.181 2.537 -2.348  0.21
H: 2.915 1.878 -3.076  0.15
H: -0.564 -3.300 5.163  0.21
H: 1.581 0.452 -4.537  0.21
H: 2.873 -0.719 -4.475  0.22
H: -0.198 -2.909 -2.724  0.18
H: 2.037 -1.256 0.988  0.22
H: -0.562 1.161 1.900  0.19
H: 0.593 -2.259 0.269  0.49
H: 1.876 -1.002 3.519  0.20
H: -1.677 -0.861 -2.689  0.21
H: 1.929 0.424 1.473  0.21
H: 3.141 0.788 -1.040  0.49
H: -2.446 4.065 -0.408  0.22
H: -3.178 2.996 0.650  0.18
H: -1.294 0.015 0.855  0.21
H: 0.977 4.873 -0.852  0.47
H: -0.165 0.094 -2.137  0.19
H: 1.024 0.536 3.846  0.21
H: -4.545 2.578 -0.662  0.46
H: 0.374 -4.676 2.559  0.21
H: 1.199 5.249 -3.512  0.18
H: -2.762 -3.186 3.692  0.20
H: -0.929 -1.100 -1.056  0.22


3.
C3H5NO2 | ωB97M-V with the def2-TZVPD basis set

HOMO-LUMO gap: 9.3 eV
ΔE to the lowest compared entry with this formula, charge and spin: 4.134 eV
DFT total energy: -8773.5611 eV
LUMO energy: 0.0316 Ha

Last column: natural (NBO) charge in e.
CARTESIAN COORDINATES (ANGSTROEM)
O: -0.456 -1.243 0.164  -0.51
O: -1.768 0.412 -0.550  -0.74
N: 1.554 -0.131 -0.372  -0.47
C: 0.984 1.058 0.073  -0.26
C: -0.976 -0.047 0.519  0.34
C: 0.865 -1.193 -0.214  0.40
H: 1.258 -2.092 -0.572  0.18
H: 1.685 1.454 0.883  0.21
H: -1.301 0.096 1.558  0.17
H: 0.717 1.701 -0.809  0.21
H: -2.562 -0.015 -0.680  0.47


4.
C7H19N6O | ωB97M-V with the def2-TZVPD basis set

HOMO-LUMO gap: 9.6 eV
Structure (SMILES): C/C(=N/N(C)CCO)C(N)(N)C(N)=[NH2+]
ΔE to the lowest compared entry with this formula, charge and spin: 0.530 eV
DFT total energy: -18546.0006 eV
Net charge: +1
LUMO energy: -0.0974 Ha

Last column: natural (NBO) charge in e.
CARTESIAN COORDINATES (ANGSTROEM)
O: -3.104 0.522 0.976  -0.72
N: 1.113 -2.170 -0.746  -0.80
N: -0.832 -0.446 0.056  -0.22
N: 2.249 -0.265 1.066  -0.91
N: -0.706 0.956 0.238  -0.23
N: 2.632 0.921 -1.052  -0.85
N: 0.652 -0.462 -2.190  -0.79
C: -0.497 -0.970 1.399  -0.45
C: 1.636 0.354 -0.136  0.19
C: -2.082 -0.888 -0.599  -0.24
C: 0.914 2.696 0.433  -0.71
C: 0.911 -0.820 -0.945  0.58
C: -3.310 0.011 -0.289  -0.06
C: 0.476 1.381 0.288  0.27
H: 0.044 -0.981 -2.886  0.42
H: -3.482 0.767 -1.054  0.18
H: -4.237 -0.581 -0.300  0.18
H: -1.980 -0.821 -1.625  0.20
H: -1.146 -0.644 2.138  0.23
H: 1.545 -2.316 0.099  0.39
H: 2.922 -1.049 0.863  0.40
H: 0.677 0.503 -2.396  0.42
H: 2.460 0.521 1.743  0.41
H: -0.718 -1.976 1.346  0.19
H: 0.526 -0.899 1.699  0.26
H: -2.283 -1.898 -0.169  0.22
H: 0.093 3.519 0.267  0.27
H: -3.493 1.344 1.141  0.49
H: 3.015 0.152 -1.575  0.38
H: 3.408 1.290 -0.486  0.38
H: 0.389 -2.782 -0.951  0.40
H: 1.779 2.876 -0.205  0.26
H: 1.218 3.026 1.438  0.26


5.
C2H5NS | ωB97M-V with the def2-TZVPD basis set

HOMO-LUMO gap (alpha / beta): 8.1 / 8.1 eV
Structure (SMILES): [H]/N=S(#C)/C
ΔE to the lowest compared entry with this formula, charge and spin: 5.844 eV
DFT total energy: -14474.4927 eV
LUMO energy (alpha / beta): -0.0292 / -0.0292 Ha

Last column: natural (NBO) charge in e.
CARTESIAN COORDINATES (ANGSTROEM)
S: -0.568 -0.238 0.916  1.14
N: 0.554 -0.901 1.834  -1.07
C: 0.721 0.354 -0.394  -0.73
C: -1.979 -0.648 0.192  -0.60
H: 0.001 0.905 -1.031  0.21
H: 1.558 0.913 0.059  0.24
H: 0.380 -1.316 2.730  0.38
H: -1.983 -0.231 -0.829  0.19
H: 1.201 -0.523 -0.797  0.24


6.
C17H24N2O4S | ωB97M-V with the def2-TZVPD basis set

HOMO-LUMO gap: 9.5 eV
Structure (SMILES): CCN(CC)C(=O)CSCC(=O)NCc1ccc(C(=O)OC)cc1
ΔE to the lowest compared entry with this formula, charge and spin: 0.120 eV
DFT total energy: -40025.3848 eV
LUMO energy: 0.0212 Ha

Last column: natural (NBO) charge in e.
CARTESIAN COORDINATES (ANGSTROEM)
S: 0.967 -1.501 -3.763  0.21
O: 2.364 -2.643 -0.659  -0.63
O: -3.083 0.670 4.952  -0.60
O: -0.982 0.520 -1.949  -0.69
O: -1.688 -0.665 6.089  -0.51
N: 1.061 -0.798 -0.546  -0.64
N: -0.087 1.862 -3.514  -0.43
C: 0.394 2.148 -4.852  -0.21
C: 1.003 -0.831 2.973  -0.22
C: 1.805 1.633 -5.131  -0.62
C: -0.049 2.952 -2.551  -0.22
C: 0.114 -0.776 4.030  -0.15
C: -2.056 0.038 5.005  0.78
C: -1.069 -0.053 3.905  -0.18
C: -0.555 -0.504 -4.034  -0.61
C: 1.359 3.227 -2.033  -0.62
C: -0.454 0.553 1.661  -0.18
C: 0.571 -2.428 -2.239  -0.61
C: -0.565 0.677 -3.094  0.69
C: 1.430 -1.982 -1.062  0.66
C: -2.589 -0.626 7.184  -0.26
C: -1.347 0.609 2.710  -0.16
C: 1.693 -0.230 0.624  -0.24
C: 0.732 -0.165 1.784  -0.01
H: 1.812 2.305 -1.677  0.21
H: 1.990 3.650 -2.811  0.20
H: 0.229 -0.332 -0.895  0.43
H: -0.463 3.849 -3.020  0.19
H: -2.271 1.161 2.629  0.23
H: -0.487 -2.285 -2.030  0.24
H: -0.680 1.062 0.735  0.21
H: 2.518 2.063 -4.434  0.21
H: -2.722 0.402 7.530  0.19
H: 1.312 3.934 -1.209  0.22
H: -2.146 -1.238 7.965  0.19
H: 2.551 -0.863 0.864  0.24
H: -3.562 -1.023 6.889  0.19
H: -0.302 1.734 -5.589  0.20
H: 0.327 -1.294 4.952  0.23
H: 2.095 1.913 -6.141  0.21
H: -1.410 -1.144 -3.819  0.25
H: 2.048 0.781 0.386  0.20
H: 1.854 0.552 -5.043  0.22
H: 0.782 -3.475 -2.454  0.25
H: -0.696 2.663 -1.721  0.24
H: 0.379 3.234 -4.968  0.21
H: -0.544 -0.242 -5.087  0.24
H: 1.917 -1.398 3.068  0.22